a) 6
Properties=species:S:1:pos:R:3 method="wB97M-V/def2-TZVPD" smiles="C=NO" orbital_gap_ev=10.80
C 0.823 0.029 0.077
N -0.196 -0.670 -0.029
O -1.218 0.187 -0.078
H 0.915 1.216 0.019
H 1.805 -0.350 -0.278
H -2.129 -0.413 0.289

***

b) 6
Properties=species:S:1:pos:R:3 method="wB97M-V/def2-TZVPD" smiles="NC=O" orbital_gap_ev=11.24
N 0.096 0.338 -0.605
C -0.018 -0.385 0.579
O 0.580 -0.146 1.587
H 0.721 1.127 -0.655
H -0.595 0.260 -1.351
H -0.784 -1.193 0.445

***

The most stable arrangement is b), and the next structure is 0.1279 hartree less stable.

***

a) 15
Properties=species:S:1:pos:R:3 method="wB97M-V/def2-TZVPD" smiles="O=C=C(O)O.CC(=O)O" orbital_gap_ev="8.24 / 8.24"
O -2.115 -0.796 -1.110
C -1.517 -1.052 -0.140
C -0.376 -1.393 0.543
O -0.298 -1.159 1.887
O 0.181 -2.603 0.197
H -0.134 -0.185 1.985
H 0.356 -3.088 1.015
C 1.124 0.897 -1.176
C 0.247 1.217 -0.005
O 0.536 1.171 1.189
O -0.778 2.063 -0.377
H 1.401 1.819 -1.681
H 0.542 0.303 -1.883
H 1.992 0.328 -0.854
H -1.163 2.478 0.410

***

b) 15
Properties=species:S:1:pos:R:3 method="wB97M-V/def2-TZVPD" orbital_gap_ev="7.61 / 7.61"
C -0.986 -1.381 0.490
C -1.702 -0.250 0.119
C 0.579 -0.496 -0.126
C 0.123 1.184 -0.493
O 1.205 -0.427 1.128
O 2.355 0.435 1.091
O -0.003 1.332 -1.823
O 1.103 -1.044 -1.083
O 0.204 2.094 0.282
H 3.031 -0.266 1.086
H -0.054 2.286 -2.022
H -0.945 -2.257 -0.142
H -0.877 -1.591 1.549
H -1.981 0.500 0.844
H -2.050 -0.121 -0.899

***

The most stable arrangement is a), and the next structure is 0.1551 hartree less stable.

***

a) 15
Properties=species:S:1:pos:R:3 method="wB97M-V/def2-TZVPD" smiles="C[C@@H](S)CC(O)=S" orbital_gap_ev=8.81
C -0.677 1.316 -0.801
C -0.870 0.377 0.376
S -1.602 -1.084 -0.453
C 0.430 -0.013 1.052
C 1.387 -0.542 0.109
O 1.013 -1.804 -0.121
S 2.848 -0.184 -0.490
H -1.589 1.527 -1.427
H -0.078 0.557 -1.325
H -0.091 2.127 -0.395
H -1.475 0.623 1.398
H -0.429 -1.469 -1.454
H 0.299 -0.566 1.969
H 0.709 0.931 1.327
H 0.126 -1.796 0.236

***

b) 15
Properties=species:S:1:pos:R:3 method="wB97M-V/def2-TZVPD" smiles=CS[C@H]1CSCO1 orbital_gap_ev=9.59
C 2.412 -0.008 1.153
S 1.978 -0.069 -0.582
C 0.186 0.079 -0.657
C -0.528 -1.174 -0.163
S -2.168 -0.549 0.261
C -1.661 1.189 -0.002
O -0.273 1.165 0.111
H 1.978 0.893 1.595
H 3.506 -0.066 1.132
H 1.997 -0.950 1.668
H 0.022 0.307 -1.713
H -0.079 -1.552 0.724
H -0.532 -1.963 -0.928
H -2.036 1.544 -1.019
H -2.098 1.835 0.808

***

c) 15
Properties=species:S:1:pos:R:3 method="wB97M-V/def2-TZVPD" smiles="CC(=O)SCCS" orbital_gap_ev=9.51
C 2.306 1.025 -0.922
C 1.264 0.670 0.159
O 0.953 1.234 1.122
S 0.560 -0.920 -0.330
C -0.927 -1.049 0.661
C -2.219 -0.773 -0.141
S -2.082 1.014 -0.590
H 2.270 2.066 -1.096
H 2.199 0.414 -1.723
H 3.223 0.872 -0.362
H -0.784 -0.459 1.602
H -0.874 -2.115 0.875
H -2.128 -1.389 -1.093
H -3.252 -1.017 0.324
H -1.159 1.627 0.200

***

The most stable arrangement is b), and the next structure is 0.0041 hartree less stable.

***

a) 18
Properties=species:S:1:pos:R:3 method="wB97M-V/def2-TZVPD" charge=+1 orbital_gap_ev=4.71
C -0.883 -1.678 -0.961
C -0.443 -0.689 0.099
C -0.021 -1.148 1.499
C 1.045 -0.880 0.495
O 0.369 1.499 1.148
N 0.129 2.410 -1.331
H -0.951 -2.668 -0.510
H -0.231 -1.688 -1.840
H -1.860 -1.454 -1.400
H -0.948 0.275 0.133
H -0.094 -0.387 2.256
H -0.174 -2.175 1.799
H 1.480 0.160 0.515
H 1.651 -1.754 0.308
H 0.496 2.352 1.592
H 0.362 2.183 -0.367
H 0.826 2.759 -1.981
H -0.753 2.883 -1.456

***

b) 18
Properties=species:S:1:pos:R:3 method="wB97M-V/def2-TZVPD" charge=+1 orbital_gap_ev=11.07
C 2.530 0.361 -0.612
C 1.734 -0.750 0.128
C 0.271 -0.473 0.183
C -0.672 -0.930 0.976
N -2.094 -0.507 0.830
H 1.903 0.918 -1.312
H 3.324 -0.119 -1.175
H 2.922 1.100 0.080
H 2.174 -0.773 1.134
H 2.003 -1.733 -0.245
H 0.004 0.120 -0.691
H -0.536 -1.528 1.865
H -2.306 -0.271 -0.148
H -2.706 -1.267 1.139
H -2.353 0.321 1.380
H -2.746 2.162 -1.017
H -1.407 1.905 -1.570
O -2.044 1.463 -0.948

***

The most stable arrangement is b), and the next structure is 0.2808 hartree less stable.

***

a) 18
Properties=species:S:1:pos:R:3 method="wB97M-V/def2-TZVPD" charge=+1 orbital_gap_ev=4.85
C -2.916 0.798 0.915
C -2.028 0.275 -0.109
C -0.876 -0.458 0.093
C -0.376 -1.357 -0.792
N 3.398 -0.415 0.955
H -3.022 1.882 0.798
H -3.900 0.346 0.817
H -2.364 0.407 -1.138
H -2.520 0.598 1.907
H -0.415 -0.457 1.076
H 0.193 -2.194 -0.405
H -0.638 -1.298 -1.841
H 3.814 0.102 1.709
H 3.872 -1.285 0.788
H 3.209 0.183 0.174
H 0.829 0.371 -1.069
H 1.745 1.411 -1.821
O 1.574 0.971 -0.982

***

b) 18
Properties=species:S:1:pos:R:3 method="wB97M-V/def2-TZVPD" charge=+1 orbital_gap_ev=5.84
O -3.763 -0.106 -0.531
C -2.490 0.359 -0.140
C -1.544 -0.834 -0.255
N -0.231 -0.497 -0.116
C 2.515 0.828 -0.345
C 2.588 -0.057 0.896
H -4.382 0.627 -0.470
H -2.219 1.161 -0.829
H -2.454 0.690 0.903
H -1.838 -1.521 0.585
H -1.730 -1.438 -1.175
H 2.624 1.870 -0.099
H 0.368 -1.311 -0.345
H 1.519 0.621 -0.770
H 3.183 0.527 -1.145
H 3.393 0.240 1.579
H 1.700 -0.044 1.547
H 2.761 -1.115 0.710

***

The most stable arrangement is a), and the next structure is 0.1035 hartree less stable.

***

a) 18
Properties=species:S:1:pos:R:3 method="wB97M-V/def2-TZVPD" charge=+1 orbital_gap_ev=5.63
C 2.263 -1.388 1.009
C 1.318 -0.117 1.175
C 0.813 0.313 -0.119
C -0.388 -0.231 -0.685
N -0.916 0.075 -1.832
H 1.698 -2.287 0.747
H 2.669 -1.640 1.992
H 3.096 -1.245 0.320
H 1.975 0.651 1.592
H 0.571 -0.402 1.916
H 1.409 1.083 -0.625
H -0.934 -0.908 -0.027
H -1.751 4.450 0.842
H -2.264 4.106 1.248
H -0.163 0.462 -2.417
H -3.928 -0.975 -1.846
H -2.388 -0.641 -1.752
O -3.081 -1.304 -1.537

***

b) 18
Properties=species:S:1:pos:R:3 method="wB97M-V/def2-TZVPD" charge=+1 orbital_gap_ev=11.70
C 1.007 0.780 -1.181
O 0.429 1.365 0.038
C 1.201 1.818 -2.267
H 1.938 0.326 -0.841
H 0.348 -0.028 -1.518
H -0.059 2.142 -0.264
H 1.963 2.534 -1.972
H 1.544 1.272 -3.146
H 0.243 2.284 -2.494
C -1.399 -1.261 1.111
C -1.392 -2.542 0.787
N -0.186 -0.615 1.661
H -2.231 -0.574 1.057
H -2.334 -3.053 0.636
H -0.486 -3.117 0.636
H 0.528 -1.327 1.813
H 0.127 0.167 0.972
H -0.355 -0.157 2.557

***

c) 18
Properties=species:S:1:pos:R:3 method="wB97M-V/def2-TZVPD" charge=+1 orbital_gap_ev=10.24
C -2.357 -1.039 -0.210
C -0.955 -1.075 -0.973
C 0.085 -0.247 -0.311
C 1.475 -0.470 -0.253
N -0.292 1.076 0.244
H -2.918 -0.184 -0.663
H -2.424 -1.190 0.838
H -2.896 -1.950 -0.686
H -1.039 -0.869 -2.062
H -0.827 -2.128 -1.029
H 1.834 -1.586 -0.244
H 2.121 0.385 -0.444
H -0.939 1.526 -0.507
H -0.716 1.095 1.128
H 0.673 1.400 0.334
H 3.444 1.139 1.882
H 3.018 2.504 1.414
O 2.715 1.614 1.541

***

The most stable arrangement is b), and the next structure is 0.0534 hartree less stable.

***

a) 15
Properties=species:S:1:pos:R:3 method="wB97M-V/def2-TZVPD" smiles="S=[PH]1CCCC1" orbital_gap_ev=9.50
S -3.166 -0.005 0.186
P -1.368 -0.102 -0.505
C -0.305 -1.353 0.260
C 1.058 -0.681 -0.090
C 1.076 0.782 0.443
C -0.241 1.319 -0.178
H -0.808 -0.531 -1.761
H -0.635 -2.336 -0.294
H -0.337 -1.405 1.325
H 1.159 -0.682 -1.135
H 1.872 -1.236 0.359
H 0.853 0.926 1.477
H 1.923 1.356 0.317
H -0.897 1.845 0.541
H -0.184 2.102 -0.944

***

b) 15
Properties=species:S:1:pos:R:3 method="wB97M-V/def2-TZVPD" orbital_gap_ev=6.39
C -1.737 -1.377 -0.124
C -1.993 -0.852 1.223
C -0.411 -1.864 -0.292
C 1.387 2.411 -0.425
P 2.573 -0.076 -1.713
S 2.884 1.813 -1.327
H -2.976 -1.432 1.472
H -2.075 0.296 1.295
H -1.143 -1.103 1.810
H -0.239 -2.645 -1.156
H 0.121 -0.959 -0.670
H 0.247 -2.124 0.493
H 1.441 2.201 0.611
H 0.408 2.096 -0.806
H 1.515 3.614 -0.391

***

The most stable arrangement is a), and the next structure is 0.2084 hartree less stable.

***

a) 17
Properties=species:S:1:pos:R:3 method="wB97M-V/def2-TZVPD" orbital_gap_ev=8.29
C -1.705 0.168 0.699
C -0.886 0.316 1.803
S 0.882 -0.015 2.079
C 1.713 0.787 0.849
C 1.483 0.748 -0.492
C 1.026 -0.391 -1.248
N -0.179 -0.985 -0.512
C -1.413 -0.488 -0.520
H -2.705 0.477 0.736
H -1.395 0.523 2.849
H 2.106 1.711 1.160
H 2.331 1.434 -0.912
H 0.748 -0.076 -2.422
H 1.929 -1.103 -1.316
H -0.002 -2.083 -0.499
H -2.233 -1.247 -0.774
H -1.700 0.224 -1.481

***

b) 17
Properties=species:S:1:pos:R:3 method="wB97M-V/def2-TZVPD" orbital_gap_ev=8.86
C 0.534 1.012 1.646
C 0.608 -0.204 1.060
C -0.218 2.094 1.074
C -0.904 1.001 -0.913
C -0.148 -0.574 -0.143
C 0.469 -1.365 -1.195
N -0.795 2.074 -0.060
S -1.521 -1.672 0.646
H 1.166 1.303 2.607
H 1.067 -1.031 1.760
H -0.281 3.042 1.565
H -0.443 1.446 -1.946
H -1.963 0.747 -1.101
H 1.142 -0.731 -1.808
H -0.334 -1.765 -1.801
H 1.096 -2.081 -0.690
H -0.647 -2.667 0.897

***

c) 17
Properties=species:S:1:pos:R:3 method="wB97M-V/def2-TZVPD" smiles="C[C@@]1(S)C=CC=NC1" orbital_gap_ev=9.21
C 1.189 -1.652 -0.184
C 0.553 -0.291 -0.043
S 2.121 0.929 0.109
C -0.135 0.198 -1.223
C -1.321 0.815 -1.219
C -1.874 1.157 0.048
N -1.422 0.756 1.147
C -0.293 -0.147 1.320
H 1.764 -1.918 0.579
H 1.886 -1.510 -1.005
H 0.515 -2.398 -0.312
H 1.599 1.887 0.918
H 0.431 0.199 -2.118
H -1.704 1.361 -2.001
H -2.882 1.558 0.121
H -0.718 -1.085 1.531
H 0.291 0.140 2.332

***

The most stable arrangement is c), and the next structure is 0.0275 hartree less stable.